1.
{
  "formula": "C5H10O",
  "method": "wB97M-V/def2-TZVPD",
  "species": ["C", "C", "C", "O", "C", "C", "H", "H", "H", "H", "H", "H", "H", "H", "H", "H"],
  "positions_angstrom": [[-0.635, -1.938, -1.500], [0.124, -1.239, -0.405], [0.233, 0.085, -0.244], [-0.230, 1.004, -1.146], [0.874, 0.766, 0.933], [-0.064, 1.744, 1.651], [-0.077, -2.786, -1.910], [-1.585, -2.331, -1.115], [-0.892, -1.289, -2.347], [0.588, -1.872, 0.347], [-0.421, 0.543, -1.973], [1.749, 1.321, 0.571], [1.232, 0.004, 1.633], [-0.898, 1.222, 2.131], [0.482, 2.294, 2.425], [-0.479, 2.473, 0.948]],
  "lowdin_charge": [-0.098, -0.116, -0.374, 0.038, -0.196, -0.098, 0.072, 0.078, 0.062, 0.101, 0.089, 0.117, 0.110, 0.077, 0.070, 0.070],
  "charge": 0,
  "smiles": "C/C=C(\\O)CC",
  "homo_ev": -8.483,
  "relative_energy_kcal_mol": 12.85,
  "total_energy_ha": -271.73213,
  "gap_ev": 9.38,
  "lumo_ev": 0.90
}

---

2.
{
  "formula": "C41H80BN11O10",
  "method": "wB97M-V/def2-TZVPD",
  "species": ["C", "C", "B", "O", "C", "C", "N", "C", "C", "N", "C", "C", "C", "C", "C", "C", "C", "C", "H", "H", "H", "H", "H", "H", "H", "H", "H", "H", "H", "H", "H", "H", "H", "H", "H", "C", "N", "C", "C", "O", "H", "H", "H", "H", "H", "H", "H", "C", "N", "C", "C", "O", "H", "H", "H", "H", "H", "H", "H", "C", "N", "C", "C", "O", "H", "H", "H", "H", "H", "H", "H", "C", "N", "C", "C", "O", "H", "H", "H", "H", "H", "H", "H", "C", "N", "C", "C", "O", "H", "H", "H", "H", "H", "H", "H", "C", "N", "C", "C", "O", "H", "H", "H", "H", "H", "H", "H", "C", "N", "C", "C", "O", "H", "H", "H", "H", "H", "H", "H", "C", "N", "C", "C", "O", "H", "H", "H", "H", "H", "H", "H", "C", "N", "C", "C", "O", "H", "H", "H", "H", "H", "H", "H"],
  "positions_angstrom": [[-2.261, 1.588, 7.891], [-2.919, 1.724, 6.492], [-1.957, 1.324, 5.316], [-2.194, 0.237, 4.509], [-0.655, 2.224, 5.029], [-1.104, 3.613, 5.067], [-1.507, 4.676, 4.983], [0.009, 1.976, 3.637], [0.928, 3.092, 3.401], [1.739, 3.872, 3.193], [0.707, 0.590, 3.571], [2.197, 0.563, 3.768], [2.675, 0.244, 5.038], [4.039, 0.224, 5.305], [4.928, 0.521, 4.286], [4.463, 0.807, 3.007], [3.096, 0.830, 2.724], [2.578, 1.114, 1.344], [-2.802, 2.217, 8.590], [-2.373, 0.563, 8.234], [-1.216, 1.883, 7.903], [-3.296, 2.737, 6.365], [-3.786, 1.060, 6.455], [-2.463, -0.498, 5.082], [0.094, 2.118, 5.815], [-0.743, 2.036, 2.854], [0.229, -0.056, 4.300], [0.463, 0.166, 2.599], [1.981, 0.005, 5.833], [4.381, -0.020, 6.301], [5.995, 0.542, 4.457], [5.147, 1.033, 2.203], [3.401, 1.348, 0.678], [2.050, 0.234, 0.992], [1.866, 1.929, 1.303], [8.806, 2.583, -0.738], [7.654, 1.803, -0.320], [6.347, 1.991, -0.630], [5.998, 3.151, -1.526], [5.494, 1.232, -0.184], [9.499, 1.935, -1.279], [9.311, 2.975, 0.149], [8.524, 3.411, -1.382], [7.810, 1.009, 0.281], [4.922, 3.164, -1.672], [6.300, 4.092, -1.067], [6.486, 3.051, -2.495], [0.721, 0.586, -3.514], [0.743, 0.588, -2.064], [-0.285, 0.338, -1.216], [-1.625, 0.024, -1.833], [-0.100, 0.374, -0.005], [1.431, -0.154, -3.891], [1.016, 1.569, -3.888], [-0.270, 0.345, -3.888], [1.613, 0.795, -1.597], [-2.347, -0.150, -1.042], [-1.970, 0.860, -2.441], [-1.561, -0.868, -2.455], [-1.306, -0.918, -8.382], [-1.301, -0.921, -6.931], [-2.335, -1.165, -6.086], [-3.678, -1.478, -6.700], [-2.172, -1.129, -4.875], [-0.599, -1.662, -8.755], [-1.001, 0.062, -8.751], [-2.292, -1.147, -8.769], [-0.434, -0.721, -6.458], [-4.393, -1.647, -5.900], [-4.026, -0.644, -7.310], [-3.620, -2.377, -7.314], [-1.065, -2.326, 1.752], [-2.142, -2.319, 2.728], [-2.894, -3.354, 3.153], [-2.629, -4.716, 2.565], [-3.769, -3.173, 4.000], [-0.144, -1.976, 2.216], [-1.306, -1.653, 0.932], [-0.905, -3.324, 1.359], [-2.394, -1.448, 3.171], [-3.321, -5.427, 3.008], [-2.790, -4.705, 1.487], [-1.607, -5.031, 2.779], [11.648, 5.876, -3.955], [10.528, 5.062, -3.515], [9.214, 5.227, -3.806], [8.856, 6.387, -4.697], [8.371, 4.459, -3.356], [12.352, 5.260, -4.517], [12.165, 6.289, -3.087], [11.313, 6.694, -4.586], [10.715, 4.270, -2.920], [7.780, 6.398, -4.844], [9.160, 7.326, -4.238], [9.342, 6.290, -5.667], [-7.704, -2.929, 3.607], [-6.677, -3.879, 3.229], [-6.803, -4.976, 2.449], [-8.172, -5.279, 1.886], [-5.827, -5.686, 2.217], [-7.427, -1.931, 3.262], [-7.799, -2.903, 4.694], [-8.664, -3.196, 3.176], [-5.737, -3.727, 3.574], [-8.122, -6.176, 1.280], [-8.884, -5.442, 2.697], [-8.517, -4.461, 1.253], [-10.563, -10.094, 4.197], [-11.515, -9.509, 3.272], [-11.266, -8.881, 2.088], [-9.823, -8.764, 1.658], [-12.184, -8.438, 1.419], [-10.774, -11.157, 4.323], [-10.647, -9.608, 5.171], [-9.548, -9.978, 3.834], [-12.494, -9.554, 3.502], [-9.777, -8.245, 0.705], [-9.254, -8.195, 2.394], [-9.379, -9.753, 1.536], [7.859, 11.527, -3.965], [8.502, 10.403, -4.621], [9.823, 10.221, -4.879], [10.775, 11.308, -4.442], [10.210, 9.208, -5.444], [7.329, 11.181, -3.076], [7.135, 11.984, -4.642], [8.586, 12.275, -3.672], [7.922, 9.642, -4.939], [11.783, 11.016, -4.718], [10.536, 12.250, -4.938], [10.732, 11.446, -3.361], [-5.280, -5.215, -3.708], [-6.587, -5.451, -3.126], [-6.888, -5.799, -1.844], [-5.742, -5.972, -0.877], [-8.051, -5.961, -1.510], [-5.225, -4.196, -4.096], [-5.113, -5.908, -4.535], [-4.497, -5.352, -2.971], [-7.398, -5.353, -3.716], [-6.130, -6.244, 0.094], [-5.073, -6.764, -1.219], [-5.182, -5.041, -0.774]],
  "lowdin_charge": [-0.087, -0.141, -0.428, 0.141, -0.142, -0.233, 0.192, -0.218, -0.213, 0.205, -0.097, -0.188, -0.045, -0.094, -0.086, -0.024, -0.202, -0.041, 0.071, 0.072, 0.066, 0.101, 0.101, 0.121, 0.154, 0.156, 0.108, 0.090, 0.105, 0.095, 0.096, 0.088, 0.053, 0.067, 0.067, -0.079, 0.012, -0.532, -0.002, 0.006, 0.083, 0.083, 0.041, 0.137, 0.080, 0.090, 0.072, -0.075, 0.022, -0.527, -0.006, 0.008, 0.084, 0.084, 0.049, 0.138, 0.079, 0.090, 0.071, -0.072, 0.011, -0.539, -0.007, 0.023, 0.084, 0.084, 0.072, 0.134, 0.078, 0.086, 0.085, -0.048, 0.032, -0.530, -0.005, -0.001, 0.078, 0.066, 0.078, 0.104, 0.071, 0.084, 0.086, -0.064, 0.014, -0.530, -0.010, 0.010, 0.084, 0.084, 0.065, 0.135, 0.085, 0.062, 0.092, -0.072, 0.023, -0.528, -0.009, 0.005, 0.083, 0.083, 0.069, 0.098, 0.056, 0.085, 0.091, -0.082, 0.000, -0.552, -0.009, 0.033, 0.081, 0.081, 0.071, 0.136, 0.084, 0.073, 0.086, -0.072, 0.010, -0.547, -0.009, 0.017, 0.085, 0.084, 0.071, 0.137, 0.082, 0.085, 0.085, -0.080, 0.002, -0.540, -0.005, 0.026, 0.075, 0.081, 0.071, 0.136, 0.044, 0.090, 0.089],
  "charge": 0,
  "smiles": "CCB(O)[C@H](C#N)[C@@H](C#N)Cc1ccccc1C.CNC(C)=O.CNC(C)=O.CNC(C)=O.CNC(C)=O.CNC(C)=O.CNC(C)=O.CNC(C)=O.CNC(C)=O.CNC(C)=O",
  "homo_ev": -8.303,
  "total_energy_ha": -2990.00354,
  "gap_ev": 8.71,
  "lumo_ev": 0.40
}

---

3.
{
  "formula": "C32H22N2O16S2",
  "method": "wB97M-V/def2-TZVPD",
  "species": ["O", "C", "C", "C", "O", "C", "O", "C", "C", "O", "H", "H", "H", "H", "O", "C", "C", "C", "O", "C", "O", "C", "C", "O", "H", "H", "H", "H", "O", "C", "C", "C", "O", "C", "O", "C", "C", "O", "H", "H", "H", "H", "O", "C", "C", "C", "O", "C", "O", "C", "C", "O", "H", "H", "H", "H", "S", "C", "C", "C", "C", "N", "C", "C", "S", "N", "C", "C", "H", "H", "H", "H", "H", "H"],
  "positions_angstrom": [[-1.506, 4.509, -9.040], [-0.741, 4.697, -8.113], [0.705, 4.793, -8.286], [1.500, 4.984, -7.227], [2.830, 5.079, -7.349], [0.945, 5.102, -5.842], [1.715, 5.257, -4.910], [-0.502, 5.029, -5.671], [-1.297, 4.842, -6.730], [-2.629, 4.772, -6.611], [1.093, 4.704, -9.290], [3.169, 5.213, -6.444], [-0.892, 5.133, -4.667], [-2.967, 4.631, -7.517], [-3.764, -3.101, 7.005], [-4.139, -2.360, 6.116], [-5.193, -1.367, 6.302], [-5.577, -0.590, 5.283], [-6.540, 0.332, 5.419], [-4.950, -0.709, 3.929], [-5.343, 0.004, 3.026], [-3.880, -1.685, 3.750], [-3.496, -2.459, 4.768], [-2.515, -3.365, 4.635], [-5.639, -1.293, 7.284], [-6.627, 0.752, 4.542], [-3.424, -1.749, 2.772], [-2.429, -3.792, 5.512], [2.121, 0.589, -3.027], [2.141, -0.473, -2.432], [1.525, -0.659, -1.122], [1.594, -1.848, -0.511], [1.043, -2.056, 0.690], [2.297, -3.015, -1.135], [2.347, -4.068, -0.526], [2.891, -2.833, -2.454], [2.820, -1.647, -3.068], [3.352, -1.444, -4.280], [1.039, 0.198, -0.685], [1.227, -2.990, 0.911], [3.380, -3.687, -2.902], [3.166, -0.510, -4.495], [0.103, -4.321, 2.682], [0.974, -4.774, 3.404], [2.386, -4.789, 3.032], [3.297, -5.317, 3.857], [4.599, -5.345, 3.549], [2.909, -5.909, 5.177], [3.774, -6.393, 5.882], [1.502, -5.873, 5.559], [0.591, -5.342, 4.736], [-0.709, -5.289, 5.060], [2.655, -4.362, 2.075], [5.039, -5.777, 4.305], [1.237, -6.288, 6.522], [-1.150, -4.861, 4.297], [4.183, 3.227, 0.549], [2.517, 3.209, -0.152], [2.265, 3.925, -1.413], [0.970, 3.920, -1.919], [-0.130, 3.250, -1.228], [-1.376, 3.317, -1.800], [-2.325, 2.703, -1.099], [-2.044, 2.018, 0.155], [-3.472, 1.256, 1.008], [-0.854, 1.881, 0.740], [0.086, 2.539, -0.016], [1.501, 2.538, 0.511], [4.572, 1.929, 0.396], [3.068, 4.455, -1.942], [0.743, 4.439, -2.878], [-3.353, 2.744, -1.494], [-4.173, 2.366, 1.393], [1.765, 2.005, 1.441]],
  "lowdin_charge": [0.113, -0.314, 0.076, -0.232, 0.109, -0.306, 0.095, 0.077, -0.230, 0.113, 0.137, 0.119, 0.129, 0.120, 0.119, -0.310, 0.078, -0.230, 0.110, -0.312, 0.048, 0.085, -0.214, 0.082, 0.137, 0.119, 0.135, 0.112, 0.109, -0.306, 0.085, -0.220, 0.109, -0.307, 0.106, 0.076, -0.231, 0.109, 0.105, 0.081, 0.136, 0.118, 0.118, -0.293, 0.083, -0.227, 0.114, -0.314, 0.113, 0.080, -0.219, 0.093, 0.117, 0.120, 0.138, 0.092, 0.739, -0.594, -0.076, -0.003, -0.211, 0.124, -0.129, -0.601, 0.766, 0.118, -0.212, -0.047, -0.130, 0.105, 0.091, 0.108, -0.110, 0.113],
  "charge": 0,
  "smiles": "O=C1C=C(O)C(=O)C=C1O.O=C1C=C(O)C(=O)C=C1O.O=C1C=C(O)C(=O)C=C1O.O=C1C=C(O)C(=O)C=C1O.Sc1ccc2ncc(S)nc2c1",
  "homo_ev": -9.103,
  "total_energy_ha": -3342.30705,
  "gap_ev": 7.49,
  "lumo_ev": -1.62
}

---

4.
{
  "formula": "C5H5FO2",
  "method": "wB97M-V/def2-TZVPD",
  "species": ["C", "C", "C", "C", "C", "H", "H", "H", "H", "H", "O", "O", "F"],
  "positions_angstrom": [[1.391, 0.353, 0.217], [-0.041, 0.157, 0.577], [0.907, 1.823, -0.075], [-0.781, -0.629, -0.453], [-1.710, -1.536, -0.208], [2.153, 0.296, 0.994], [-0.246, -0.176, 1.643], [-0.342, -0.464, -1.465], [-1.871, -1.857, 0.834], [-2.262, -2.043, -0.997], [-0.330, 1.575, 0.513], [1.286, 2.789, -0.640], [1.846, -0.288, -0.939]],
  "lowdin_charge": [-0.141, -0.275, -0.377, -0.119, 0.039, 0.163, 0.174, 0.133, 0.074, 0.065, 0.078, 0.178, 0.009],
  "charge": 0,
  "homo_ev": -10.558,
  "relative_energy_kcal_mol": 25.57,
  "total_energy_ha": -443.81348,
  "gap_ev": 11.34,
  "lumo_ev": 0.79
}